1.
Entry from the OMol25 dataset: an isolated molecule of C2H7N3O (ωB97M-V with the def2-TZVPD basis set).

Geometry (Å):
H: 1.6525 0.8104 1.8108
N: 1.6972 1.0647 0.8347
C: 0.6951 0.5343 0.2553
C: -0.2966 -0.4331 0.9344
N: -1.6522 -0.4760 0.3784
N: 0.5241 0.6781 -1.1209
O: 0.3399 -0.5008 -1.8929
H: 0.1791 -1.5348 1.0198
H: -0.2990 -0.0687 1.9898
H: -1.6568 -1.1392 -0.4718
H: -1.9430 0.5478 0.0949
H: 1.3733 0.9848 -1.5183
H: -0.6136 -0.4676 -2.3144

Calculated values
**Maximum force**: 3.13 eV Å⁻¹
**Lowest unoccupied orbital energy**: 0.6 eV
**Total energy**: -8702.6376 eV
**HOMO-LUMO gap**: 0.3682 hartree
**ΔE to the lowest compared entry with this formula, charge and spin**: 83.9 kcal per mole

Charge distribution, natural (NBO) scheme, values in e:
1. H 0.34
2. N -0.67
3. C 0.39
4. C -0.30
5. N -0.84
6. N -0.35
7. O -0.58
8. H 0.23
9. H 0.20
10. H 0.36
11. H 0.37
12. H 0.37
13. H 0.47



2.
Entry from the OMol25 dataset: a structure of composition C13H10ClF4O6 (ωB97M-V with the def2-TZVPD basis set).

Geometry (Å):
F: -1.2256 -4.4555 0.9935
C: -0.6574 -3.5954 1.8725
C: 0.5185 -2.9214 1.6170
F: 1.2416 -3.3822 0.5897
C: 1.4382 -2.6446 2.8028
O: 2.6272 -2.4146 2.6652
C: 0.8085 -2.7169 4.1256
F: 1.5093 -2.2393 5.1659
C: -0.4203 -3.2811 4.3319
F: -0.9765 -3.2543 5.5428
C: -1.2489 -3.7163 3.2226
O: -2.3594 -4.1967 3.4250
C: 1.5897 4.1256 -1.7715
C: 2.0829 2.9359 -1.0049
O: 1.0244 1.9516 -1.0151
C: 1.3744 0.8675 -0.2873
C: 0.4028 -0.3344 -0.2308
Cl: 0.1413 -0.5553 1.4996
C: -0.8741 -0.3344 -1.0863
O: -1.6815 -1.2534 -1.0344
O: -1.0365 0.7855 -1.8403
C: -2.1412 0.7629 -2.7804
C: -2.2756 2.1299 -3.4007
O: 2.3694 0.8185 0.4220
H: 2.3751 4.8724 -1.8400
H: 1.3026 3.8542 -2.7906
H: 0.7411 4.5931 -1.2658
H: 2.9581 2.4749 -1.4767
H: 2.3196 3.1895 0.0347
H: -1.9019 0.0090 -3.5380
H: -3.0503 0.4820 -2.2393
H: -3.0573 2.1188 -4.1612
H: -2.5675 2.8764 -2.6562
H: -1.3509 2.4482 -3.8915

Calculated values
**Maximum force**: 4.25 eV Å⁻¹
**Lowest unoccupied orbital energy**: 1.3 eV
**Total energy**: -49318.1434 eV
**HOMO-LUMO gap**: 0.1924 hartree
**ΔE to the lowest compared entry with this formula, charge and spin**: 9.4 kcal per mole
**Net charge**: -1

Charge distribution, natural (NBO) scheme, values in e:
1. F -0.30
2. C 0.17
3. C 0.36
4. F -0.29
5. C 0.42
6. O -0.47
7. C 0.27
8. F -0.29
9. C 0.29
10. F -0.29
11. C 0.39
12. O -0.52
13. C -0.62
14. C -0.07
15. O -0.51
16. C 0.74
17. C -0.50
18. Cl 0.05
19. C 0.74
20. O -0.66
21. O -0.52
22. C -0.07
23. C -0.62
24. O -0.66
25. H 0.20
26. H 0.21
27. H 0.21
28. H 0.18
29. H 0.19
30. H 0.18
31. H 0.19
32. H 0.20
33. H 0.21
34. H 0.21



3.
Entry from the OMol25 dataset: a cluster of 9 separate species, C5H27NO9 in total (ωB97M-V with the def2-TZVPD basis set).

Geometry (Å):
C: -1.4080 -1.0126 -3.5501
C: -0.1912 -1.1770 -2.7215
C: -0.3642 -1.0723 -1.1552
C: -1.8071 -1.6194 -0.7101
N: 0.6916 -1.6715 -0.3148
C: 0.8876 -1.0181 0.8318
O: 0.0265 -0.2921 1.2134
H: -1.2959 -0.4361 -4.5132
H: -1.9032 -1.9806 -3.7417
H: -2.0199 -0.2619 -2.9966
H: 0.2547 -2.1917 -2.8288
H: 0.5807 -0.5326 -3.0487
H: -0.1725 -0.0334 -1.0804
H: -1.8924 -2.6978 -0.9323
H: -2.3494 -0.9959 -1.3598
H: -2.1012 -1.3799 0.3334
H: 1.2716 -2.3905 -0.6894
H: 1.7392 -1.3501 1.5031
O: 3.9159 1.0973 -0.6296
H: 3.5210 1.1704 0.2517
H: 3.1010 0.8440 -1.1003
O: 1.8701 0.4938 3.4452
H: 1.0922 -0.1098 3.1692
H: 1.8243 0.4968 4.4073
O: 1.2238 2.0595 -2.2130
H: 0.3330 2.1347 -2.1087
H: 1.5921 2.9560 -2.1217
O: -1.4861 -2.1178 2.1960
H: -0.5772 -2.2834 1.9954
H: -1.6883 -1.3404 1.7787
O: -1.1056 3.6673 1.7496
H: -0.3594 3.1520 1.9045
H: -1.6628 3.1182 1.0606
O: -2.9888 1.7783 2.7818
H: -2.2830 2.4820 2.6372
H: -2.8450 1.5396 3.7245
O: -1.8062 1.3414 -0.0521
H: -1.0415 0.8708 0.5464
H: -2.3482 1.5953 0.5553
O: 3.8016 -1.3223 0.6740
H: 4.0225 -0.6062 1.2810
H: 3.9477 -0.9037 -0.1720

Calculated values
**Maximum force**: 9.29 eV Å⁻¹
**Lowest unoccupied orbital energy**: 0.2 eV
**Total energy**: -25538.5099 eV
**HOMO-LUMO gap**: 0.3851 hartree
**ΔE to the lowest compared entry with this formula, charge and spin**: 96.5 kcal per mole

Charge distribution, natural (NBO) scheme, values in e:
1. C -0.62
2. C -0.41
3. C -0.04
4. C -0.60
5. N -0.60
6. C 0.51
7. O -0.70
8. H 0.22
9. H 0.22
10. H 0.21
11. H 0.18
12. H 0.22
13. H 0.20
14. H 0.21
15. H 0.22
16. H 0.21
17. H 0.41
18. H 0.18
19. O -0.94
20. H 0.46
21. H 0.48
22. O -0.96
23. H 0.49
24. H 0.47
25. O -0.95
26. H 0.47
27. H 0.48
28. O -0.91
29. H 0.46
30. H 0.46
31. O -0.94
32. H 0.47
33. H 0.48
34. O -0.98
35. H 0.48
36. H 0.48
37. O -0.97
38. H 0.51
39. H 0.45
40. O -0.95
41. H 0.47
42. H 0.49



4.
Entry from the OMol25 dataset: an isolated molecule of C18H20N2O4S (ωB97M-V with the def2-TZVPD basis set).

Geometry (Å):
O: 2.7338 -3.4448 0.0400
C: 1.9597 -3.4871 0.9709
N: 1.2711 -2.4037 1.4550
C: 1.3330 -1.0738 1.0490
C: 0.4678 -0.1663 1.6671
C: 0.4918 1.1683 1.3153
C: 1.3798 1.6002 0.3492
S: 1.3675 3.3151 -0.1387
O: 0.8435 4.1024 0.9416
O: 2.6402 3.6520 -0.7074
N: 0.2402 3.2802 -1.3626
C: -1.0413 3.9176 -1.2020
C: -2.1499 3.0746 -1.8572
C: -3.5422 3.6656 -1.6123
C: -3.6652 4.6836 -2.7474
C: -2.7592 4.0977 -3.8428
O: -2.0074 3.0411 -3.2635
C: 2.2401 0.7158 -0.2707
C: 2.2240 -0.6227 0.0744
C: 1.6474 -4.7576 1.6882
C: 1.6888 -5.9402 0.9545
C: 1.4203 -7.1512 1.5638
C: 1.1261 -7.1946 2.9169
C: 1.1098 -6.0251 3.6593
C: 1.3661 -4.8092 3.0509
H: 0.5985 -2.5898 2.1865
H: -0.2195 -0.5137 2.4260
H: -0.1557 1.8883 1.7892
H: 0.6312 3.3219 -2.2878
H: -1.0443 4.9276 -1.6300
H: -1.2083 3.9966 -0.1271
H: -2.0504 2.0422 -1.5074
H: -4.2948 2.8843 -1.7198
H: -3.6335 4.1157 -0.6273
H: -3.2999 5.6587 -2.4271
H: -4.6908 4.7978 -3.0912
H: -3.3360 3.6686 -4.6683
H: -2.0811 4.8546 -4.2547
H: 2.9277 1.0928 -1.0104
H: 2.8912 -1.3228 -0.3997
H: 1.9323 -5.8867 -0.0957
H: 1.4455 -8.0627 0.9858
H: 0.9196 -8.1397 3.3965
H: 0.9003 -6.0605 4.7182
H: 1.3825 -3.9109 3.6527

Calculated values
**Maximum force**: 0.81 eV Å⁻¹
**Lowest unoccupied orbital energy**: 0.3 eV
**Total energy**: -40996.0711 eV
**HOMO-LUMO gap**: 0.3338 hartree
**ΔE to the lowest compared entry with this formula, charge and spin**: 35.4 kcal per mole

Charge distribution, natural (NBO) scheme, values in e:
1. O -0.59
2. C 0.67
3. N -0.60
4. C 0.15
5. C -0.23
6. C -0.18
7. C -0.35
8. S 2.33
9. O -0.94
10. O -0.94
11. N -0.88
12. C -0.25
13. C 0.09
14. C -0.43
15. C -0.44
16. C -0.07
17. O -0.53
18. C -0.18
19. C -0.19
20. C -0.16
21. C -0.17
22. C -0.21
23. C -0.19
24. C -0.23
25. C -0.16
26. H 0.40
27. H 0.21
28. H 0.24
29. H 0.42
30. H 0.19
31. H 0.23
32. H 0.20
33. H 0.21
34. H 0.22
35. H 0.21
36. H 0.22
37. H 0.18
38. H 0.17
39. H 0.24
40. H 0.25
41. H 0.24
42. H 0.22
43. H 0.22
44. H 0.22
45. H 0.20



5.
Entry from the OMol25 dataset: an isolated molecule of C4H4N2O (ωB97M-V with the def2-TZVPD basis set).

Geometry (Å):
C: -0.3067 -0.0210 -2.2361
C: -0.5951 -1.4848 1.1603
C: -0.2023 -0.3553 0.2751
C: -0.1052 1.0691 0.7969
N: -0.5671 -0.3840 -1.1070
N: 0.6756 -1.3061 0.9129
O: -0.2824 0.2232 -3.3888
H: -0.5763 1.7563 0.0414
H: -0.6437 0.9591 1.7860
H: 0.9827 1.1426 0.9895
H: 1.6207 -1.5991 0.7698

Calculated values
**Maximum force**: 2.51 eV Å⁻¹
**Lowest unoccupied orbital energy**: 0.5 eV
**Total energy**: -9236.6172 eV
**HOMO-LUMO gap**: 0.3574 hartree
**ΔE to the lowest compared entry with this formula, charge and spin**: 89.3 kcal per mole

Charge distribution, natural (NBO) scheme, values in e:
1. C 0.87
2. C 0.17
3. C 0.13
4. C -0.63
5. N -0.56
6. N -0.57
7. O -0.52
8. H 0.23
9. H 0.23
10. H 0.22
11. H 0.43



6.
Entry from the OMol25 dataset: a cluster of 4 separate species, H8O4 in total (ωB97M-V with the def2-TZVPD basis set).

Geometry (Å):
O: -0.8232 4.1261 -2.8817
H: -0.6324 3.3243 -2.4255
H: -0.0757 4.7109 -2.9623
H: -2.5336 -0.8171 -0.3699
O: -3.1364 -0.2837 -0.8431
H: -3.9809 -0.4080 -0.5562
O: 2.2725 -2.7993 1.9129
H: 2.5396 -3.4696 1.2935
H: 1.6327 -3.0869 2.5411
O: 1.2535 -0.3814 1.4440
H: 1.8919 0.2178 1.0767
H: 1.5919 -1.1330 1.7704

Calculated values
**Maximum force**: 6.59 eV Å⁻¹
**Lowest unoccupied orbital energy (alpha / beta)**: -3.1 / -11.8 eV
**Total energy**: -8307.5757 eV
**Spin multiplicity**: 2
**HOMO-LUMO gap (alpha / beta)**: 0.4934 / 0.0823 hartree
**ΔE to the lowest compared entry with this formula, charge and spin**: 43.7 kcal per mole
**Net charge**: +1

Charge distribution, natural (NBO) scheme, values in e:
1. O -0.72
2. H 0.48
3. H 0.49
4. H 0.48
5. O -0.76
6. H 0.48
7. O -0.94
8. H 0.51
9. H 0.50
10. O -0.53
11. H 0.50
12. H 0.50



7.
Entry from the OMol25 dataset: an isolated molecule of C3H3P (ωB97M-V with the def2-TZVPD basis set).

Geometry (Å):
H: -2.8209 -0.3047 -0.2127
P: -1.7761 0.6872 0.0083
C: -0.3802 -0.1930 -0.0900
C: 0.8305 0.4432 0.1152
C: 1.7006 1.2248 -0.0952
H: -0.2000 -1.3775 -0.1740
H: 2.6485 1.5833 0.0861

Calculated values
**Maximum force**: 4.42 eV Å⁻¹
**Lowest unoccupied orbital energy**: -0.5 eV
**Total energy**: -12444.4654 eV
**HOMO-LUMO gap**: 0.3189 hartree
**ΔE to the lowest compared entry with this formula, charge and spin**: 12.1 kcal per mole

Charge distribution, natural (NBO) scheme, values in e:
1. H -0.05
2. P 0.50
3. C -0.68
4. C -0.07
5. C -0.18
6. H 0.26
7. H 0.22



8.
Entry from the OMol25 dataset: a cluster of 3 separate species, C3H13NO2S in total (ωB97M-V with the def2-TZVPD basis set).

Geometry (Å):
C: 0.9003 0.7535 -1.5751
N: 1.0946 -0.0707 -0.3778
C: -0.1231 -0.4938 0.3177
C: 0.0787 -0.9490 1.7380
S: -1.4656 -1.7520 2.3407
H: 1.7459 1.4466 -1.6144
H: 0.0050 1.3526 -1.4515
H: 0.9310 0.1975 -2.5102
H: 1.6289 -0.9118 -0.4973
H: -0.8123 0.3631 0.3206
H: -0.7047 -1.2056 -0.2826
H: 0.8268 -1.7389 1.8131
H: 0.4490 -0.1210 2.3356
H: -1.8590 -0.8183 3.2246
O: -2.2382 -0.8613 -2.3599
H: -2.9402 -1.0382 -1.7185
H: -2.7069 -0.2264 -2.9187
O: 1.5866 2.3895 0.9932
H: 1.4263 1.5738 0.5181
H: 2.1770 2.1102 1.7044

Calculated values
**Maximum force**: 1.86 eV Å⁻¹
**Lowest unoccupied orbital energy**: 0.6 eV
**Total energy**: -19741.6561 eV
**HOMO-LUMO gap**: 0.3586 hartree
**ΔE to the lowest compared entry with this formula, charge and spin**: 18.1 kcal per mole

Charge distribution, natural (NBO) scheme, values in e:
1. C -0.42
2. N -0.66
3. C -0.24
4. C -0.51
5. S -0.06
6. H 0.20
7. H 0.21
8. H 0.19
9. H 0.37
10. H 0.19
11. H 0.19
12. H 0.21
13. H 0.23
14. H 0.13
15. O -0.93
16. H 0.47
17. H 0.47
18. O -0.97
19. H 0.48
20. H 0.46